No. 1
{
  "formula": "C4H7NS",
  "method": "the ωB97M-V functional and the def2-TZVPD basis",
  "e_lumo_ev": 0.4993,
  "e_above_lowest_kcal_mol": 83.7,
  "homo_ev": -8.212,
  "energy_ha": -609.4251,
  "smiles": "C/C=C/C=N\\S",
  "elements": ["C", "C", "C", "C", "N", "S", "H", "H", "H", "H", "H", "H", "H"],
  "coordinates": [[-2.573897, -1.076740, -1.822644], [-1.147628, -1.145894, -1.226397], [-0.440016, -0.139350, -0.745808], [0.754848, -0.578473, 0.015707], [1.515630, -0.063565, 0.952073], [1.086625, 1.420189, 1.398236], [-2.515443, -1.230359, -3.054400], [-3.078613, -0.107173, -1.515254], [-3.050165, -2.069294, -1.488860], [-0.656847, -2.106094, -1.525987], [-1.005089, 1.035673, -0.917061], [0.814197, -1.788227, -0.212194], [1.936713, 1.630137, 2.352331]],
  "forces_ev_per_a": [[0.9, -1.0, -1.6], [-1.5, -0.9, -2.9], [-1.4, 3.5, 0.5], [1.1, -2.4, 0.5], [-1.4, -3.0, -2.6], [-1.5, 2.7, -0.2], [-0.2, 0.7, 3.2], [0.3, -1.5, -0.5], [0.1, 1.9, -0.3], [-0.3, 0.6, 1.2], [2.2, -3.6, 1.2], [0.7, 3.2, 0.8], [1.0, -0.1, 0.9]],
  "nbo_charge": [-0.66, -0.13, -0.31, 0.07, -0.59, 0.23, 0.23, 0.23, 0.23, 0.20, 0.23, 0.18, 0.10]
}

No. 2
{
  "formula": "C6H10O",
  "method": "the ωB97M-V functional and the def2-TZVPD basis",
  "e_lumo_ev": 1.0855,
  "e_above_lowest_kcal_mol": 92.4,
  "homo_ev": -8.774,
  "energy_ha": -309.6952,
  "smiles": "C=C[C@@]12CO[C@@H]1C2.[H][H]",
  "elements": ["C", "C", "C", "C", "O", "C", "C", "H", "H", "H", "H", "H", "H", "H", "H", "H", "H"],
  "coordinates": [[2.053500, -0.536520, -0.199945], [1.191247, 0.363205, 0.245162], [-0.226953, 0.212007, 0.002102], [-1.074792, -0.989034, -0.417036], [-2.277164, -0.178626, -0.285610], [-1.528391, 0.926275, 0.199483], [-0.652214, 1.415600, -0.867348], [1.704547, -1.451945, -0.676008], [3.105886, -0.381878, -0.041224], [1.495862, 1.331161, 0.634252], [-0.891275, -1.359901, -1.431017], [-1.164612, -1.859243, 0.251624], [-1.896950, 1.530628, 1.012695], [-0.127940, 2.361862, -0.682957], [-0.859564, 1.185052, -1.895765], [0.881366, -1.286530, 1.868341], [0.267445, -1.282105, 2.283254]],
  "forces_ev_per_a": [[0.3, -0.1, 0.2], [0.1, -0.1, 0.2], [0.3, 0.2, -0.6], [0.1, 0.1, -0.3], [-0.2, -0.1, 0.3], [-0.2, 0.3, 0.2], [-0.3, 0.2, -0.4], [0.2, 0.1, 0.2], [0.3, -0.1, -0.3], [0.2, -0.3, 0.2], [-0.2, 0.1, -0.1], [0.4, 0.5, 0.0], [-0.3, -0.1, 0.1], [0.0, -0.6, 0.0], [-0.4, 0.2, -0.3], [-0.1, -0.1, 0.2], [-0.1, -0.2, 0.2]],
  "nbo_charge": [-0.45, -0.14, -0.15, -0.06, -0.51, 0.11, -0.41, 0.19, 0.21, 0.21, 0.17, 0.20, 0.20, 0.22, 0.22, 0.01, -0.02]
}

No. 3
{
  "formula": "C9H19N4",
  "method": "the ωB97M-V functional and the def2-TZVPD basis",
  "total_charge": 1,
  "e_lumo_ev": -3.8895,
  "e_above_lowest_kcal_mol": 26.5,
  "homo_ev": -13.829,
  "energy_ha": -573.0713,
  "smiles": "CC(C)(C)C[C@@]1(N)CC=NC(=[NH2+])N1",
  "elements": ["C", "C", "C", "C", "C", "C", "N", "C", "C", "N", "C", "N", "N", "H", "H", "H", "H", "H", "H", "H", "H", "H", "H", "H", "H", "H", "H", "H", "H", "H", "H", "H"],
  "coordinates": [[1.061226, 1.242066, 1.443407], [-0.236905, 1.270168, 0.498721], [-1.204838, 2.195563, 1.313085], [0.208209, 2.026289, -0.771751], [-0.932699, -0.023862, 0.223630], [-0.224162, -1.448467, 0.117688], [0.020236, -2.020507, 1.407951], [-1.250603, -2.288046, -0.658334], [-0.910827, -2.554871, -2.126975], [0.179934, -2.158789, -2.699611], [1.122579, -1.453450, -1.955188], [2.186970, -1.219940, -2.671520], [0.996277, -1.151495, -0.728657], [1.949945, 0.700666, 1.093532], [0.672170, 0.891878, 2.408983], [1.518986, 2.300770, 1.443825], [-1.972630, 1.764369, 1.876228], [-0.541595, 2.722395, 1.988561], [-1.527387, 3.022719, 0.657779], [-0.534342, 2.129162, -1.528298], [1.117438, 1.566265, -1.168165], [0.514400, 2.927155, -0.415593], [-1.734571, -0.045609, 0.848101], [-1.285308, 0.127320, -0.709383], [0.787343, -2.753431, 1.244392], [0.393697, -1.258379, 2.112871], [-2.329475, -2.049179, -0.677913], [-1.260949, -3.264241, -0.108952], [-1.592332, -3.173773, -2.708136], [2.115718, -1.401108, -3.728716], [2.967337, -0.700714, -2.421471], [1.816067, -0.706854, -0.231289]],
  "forces_ev_per_a": [[-0.4, 1.0, -1.0], [2.0, 1.4, 1.3], [2.2, 1.7, -1.7], [0.2, -2.9, 0.5], [3.1, -1.4, 0.7], [-2.1, 3.4, -0.1], [3.0, 0.6, 0.6], [0.6, -2.4, -0.9], [1.5, 0.5, 1.1], [-1.7, -0.5, 0.1], [-0.6, -1.3, -2.1], [-0.2, -0.7, -3.9], [0.9, 0.3, 3.5], [-0.4, -0.6, 0.1], [0.9, 0.3, 0.1], [-1.2, -1.4, 0.6], [-1.2, -0.8, 0.5], [-0.2, 0.2, 0.5], [-0.6, -0.6, 0.2], [-0.7, 0.0, -0.6], [-0.1, -0.1, -0.3], [0.7, 3.0, 0.6], [-2.3, -0.9, 1.9], [-1.6, 0.2, -3.2], [-1.4, 1.2, 1.0], [-0.8, -2.2, -1.9], [0.6, 0.8, 0.6], [0.0, 0.3, -0.8], [0.0, 0.2, 0.0], [-0.1, 0.1, 2.5], [1.4, 1.0, 1.0], [-1.5, -0.6, -0.7]],
  "nbo_charge": [-0.63, -0.03, -0.61, -0.60, -0.41, 0.29, -0.82, -0.53, 0.27, -0.49, 0.65, -0.72, -0.56, 0.18, 0.22, 0.24, 0.22, 0.22, 0.22, 0.22, 0.18, 0.22, 0.23, 0.20, 0.38, 0.40, 0.28, 0.28, 0.22, 0.45, 0.41, 0.44]
}

No. 4
{
  "formula": "C54H42AuNOP3SSi",
  "method": "the ωB97M-V functional and the def2-TZVPD basis",
  "total_charge": 1,
  "e_lumo_ev": -3.6775,
  "e_above_lowest_kcal_mol": 0.0,
  "homo_ev": -10.130,
  "energy_ha": -4060.2549,
  "elements": ["Au", "C", "C", "C", "C", "C", "C", "P", "C", "C", "C", "C", "C", "C", "C", "C", "C", "C", "C", "C", "Si", "C", "C", "C", "C", "C", "C", "P", "C", "C", "C", "C", "C", "C", "C", "C", "C", "C", "C", "C", "C", "C", "C", "C", "C", "C", "P", "C", "C", "C", "C", "C", "C", "C", "C", "C", "C", "C", "C", "H", "H", "H", "H", "H", "H", "H", "H", "H", "H", "H", "H", "H", "H", "H", "H", "H", "H", "H", "H", "H", "H", "H", "H", "H", "H", "H", "H", "H", "H", "H", "H", "H", "H", "H", "H", "H", "H", "H", "H", "H", "H", "O", "S", "N"],
  "coordinates": [[0.555785, 0.347943, -0.865689], [-4.485624, 5.019091, -1.124547], [-4.383229, 3.931097, -0.266682], [-3.384535, 2.992363, -0.465710], [-2.489306, 3.139616, -1.528200], [-2.584791, 4.234307, -2.379334], [-3.594229, 5.167105, -2.177989], [-1.294952, 1.797831, -1.794437], [-0.160611, 2.473343, -3.048060], [0.573364, 3.597919, -2.657762], [1.590626, 4.080571, -3.464827], [1.899139, 3.424583, -4.649806], [1.195404, 2.290049, -5.021685], [0.165123, 1.807299, -4.222539], [-2.311778, 0.548536, -2.645845], [-3.094407, 0.882654, -3.750258], [-3.844759, -0.098457, -4.379215], [-3.797540, -1.413779, -3.925333], [-3.040952, -1.741291, -2.810107], [-2.312401, -0.751888, -2.138713], [-1.419671, -1.018357, -0.514248], [-0.817885, -2.767954, -0.166513], [-1.692028, -3.853631, -0.133139], [-1.219914, -5.137969, 0.110873], [0.137123, -5.349404, 0.313493], [1.016363, -4.275225, 0.303709], [0.530374, -2.987564, 0.090107], [1.690732, -1.588075, 0.024920], [2.861589, -1.593200, 1.383888], [3.816479, -0.568878, 1.331375], [4.713099, -0.407993, 2.374652], [4.658377, -1.262740, 3.470772], [3.719697, -2.284060, 3.513794], [2.812936, -2.450154, 2.477396], [2.699200, -2.180185, -1.393899], [4.033535, -2.560037, -1.308136], [4.678523, -3.085307, -2.425026], [3.996879, -3.235417, -3.620492], [2.661749, -2.854157, -3.711569], [2.022120, -2.321789, -2.608174], [-2.586441, -0.666366, 0.945668], [-3.978235, -0.612145, 0.880053], [-4.725612, -0.442932, 2.039586], [-4.100323, -0.300140, 3.270103], [-2.713498, -0.332294, 3.363206], [-1.961909, -0.519854, 2.209668], [-0.152424, -0.455378, 2.117426], [0.364659, -0.830100, 3.836710], [0.027751, -2.110091, 4.290650], [0.397839, -2.522315, 5.560918], [1.123417, -1.665832, 6.382031], [1.462699, -0.399101, 5.935115], [1.090687, 0.021932, 4.660335], [0.099362, 1.363445, 1.965491], [-0.958940, 2.267128, 1.848060], [-0.708993, 3.627091, 1.720862], [0.597266, 4.099996, 1.707437], [1.655488, 3.210725, 1.815252], [1.409608, 1.849778, 1.932394], [-5.265005, 5.754912, -0.970522], [-5.081777, 3.814361, 0.551663], [-3.302711, 2.130797, 0.187672], [-1.891254, 4.354102, -3.200526], [-3.686543, 6.009104, -2.850896], [0.331262, 4.091344, -1.721474], [2.152432, 4.955608, -3.165669], [2.701525, 3.792605, -5.276216], [1.441946, 1.786331, -5.947868], [-0.392761, 0.929725, -4.527234], [-3.112827, 1.901803, -4.118330], [-4.461741, 0.157890, -5.231025], [-4.367194, -2.182849, -4.431926], [-3.012310, -2.765705, -2.456411], [-2.755029, -3.698210, -0.290177], [-1.910056, -5.971367, 0.129733], [0.509458, -6.353151, 0.476156], [2.078887, -4.440740, 0.439858], [3.849871, 0.086838, 0.465275], [5.452649, 0.381660, 2.332762], [5.351221, -1.128978, 4.291704], [3.689490, -2.957169, 4.361490], [2.083932, -3.248371, 2.520686], [4.574888, -2.459202, -0.377094], [5.715417, -3.387604, -2.350929], [4.502528, -3.650933, -4.482783], [2.123723, -2.983786, -4.642508], [0.979608, -2.019837, -2.675143], [-4.481284, -0.707864, -0.077809], [-5.807480, -0.421816, 1.982099], [-4.695225, -0.159884, 4.164058], [-2.223169, -0.212931, 4.321223], [-0.532711, -2.775257, 3.639632], [0.128147, -3.510946, 5.911962], [1.417104, -1.986113, 7.373954], [2.016663, 0.272537, 6.579823], [1.352922, 1.015757, 4.322787], [-1.980582, 1.912756, 1.871190], [-1.539687, 4.318904, 1.644493], [0.788041, 5.162645, 1.621960], [2.674374, 3.576650, 1.809244], [2.238952, 1.156862, 2.001502], [4.377152, 1.732515, -2.821187], [3.180488, 0.925114, -2.620364], [2.344662, 1.271548, -1.442847]],
  "forces_ev_per_a": [[-0.9, -0.5, 0.7], [0.0, 0.0, 0.0], [0.0, -0.1, 0.0], [0.0, 0.0, -0.1], [0.1, -0.1, 1.0], [0.0, 0.0, -0.1], [0.0, -0.1, 0.0], [0.8, -0.4, -1.5], [0.1, 0.1, 0.1], [0.0, 0.0, -0.1], [-0.1, 0.0, 0.0], [0.0, 0.1, 0.0], [0.0, 0.0, -0.1], [-0.2, 0.1, -0.1], [-0.1, 0.1, 0.1], [-0.1, -0.1, 0.0], [0.1, 0.0, 0.0], [0.0, 0.0, 0.1], [0.0, 0.1, 0.0], [0.1, -0.3, 0.0], [0.0, 0.0, 0.4], [0.0, 0.2, -0.2], [0.0, -0.1, 0.0], [0.0, 0.1, 0.0], [0.0, 0.0, 0.0], [0.0, 0.0, 0.0], [0.1, -0.2, 0.3], [0.0, -0.8, -2.0], [-0.2, 0.9, 0.2], [0.0, -0.2, 0.0], [0.0, 0.0, 0.0], [0.0, 0.0, -0.1], [0.1, -0.1, 0.0], [0.0, -0.1, -0.1], [0.0, 0.1, 0.0], [-0.1, 0.0, 0.0], [0.0, 0.0, 0.0], [0.0, 0.0, 0.0], [0.0, 0.0, 0.0], [0.0, 0.0, 0.1], [0.4, 0.2, 0.3], [0.2, 0.0, -0.2], [-0.1, 0.0, 0.0], [0.0, 0.0, 0.0], [-0.1, -0.1, -0.2], [-0.3, -0.1, -0.5], [0.2, 0.5, 1.4], [-0.2, 0.0, -0.1], [0.1, 0.1, 0.1], [0.0, 0.0, -0.1], [0.0, 0.0, 0.0], [0.1, 0.1, -0.1], [-0.1, -0.1, 0.1], [0.0, -0.1, 0.1], [0.2, 0.1, 0.1], [0.0, 0.0, 0.0], [-0.1, 0.0, 0.0], [0.1, -0.1, 0.0], [-0.1, 0.0, -0.1], [0.0, 0.0, 0.0], [0.0, 0.0, 0.0], [-0.1, 0.0, 0.0], [0.0, 0.0, 0.0], [0.0, 0.0, 0.0], [0.1, 0.0, 0.0], [0.0, 0.0, 0.0], [0.0, 0.0, 0.0], [0.0, 0.0, 0.0], [0.1, 0.0, 0.0], [0.0, 0.0, 0.0], [0.0, 0.0, 0.0], [0.0, 0.0, 0.0], [-0.1, 0.0, 0.0], [0.0, 0.0, 0.0], [0.0, 0.0, 0.0], [0.0, 0.0, 0.0], [0.0, 0.0, 0.0], [0.0, 0.1, 0.1], [0.0, 0.0, 0.0], [0.0, 0.0, 0.0], [0.0, 0.0, 0.0], [-0.1, 0.1, 0.1], [0.0, 0.0, 0.0], [0.0, 0.0, 0.0], [0.0, 0.0, 0.0], [0.0, 0.1, 0.0], [0.0, 0.0, -0.1], [0.0, 0.0, 0.0], [0.0, 0.0, 0.0], [0.0, 0.0, 0.0], [0.0, 0.0, 0.0], [0.0, 0.0, 0.0], [0.0, 0.0, 0.0], [0.0, 0.0, 0.0], [0.0, 0.0, 0.0], [0.0, 0.0, 0.0], [0.0, 0.0, 0.1], [0.0, 0.0, 0.0], [0.0, 0.0, 0.0], [0.0, 0.0, 0.0], [0.0, 0.1, 0.0], [-0.1, -0.2, 0.0], [0.2, 0.3, 0.0], [0.0, 0.3, 0.3]],
  "mulliken_charge": [2.89, -0.69, -0.80, -0.43, 0.66, -0.68, -0.72, 1.38, 0.08, -0.05, -0.85, -0.60, -0.80, -0.86, 0.35, -0.26, -0.93, -0.80, -0.81, 0.58, 0.14, 0.51, -0.26, -1.01, -1.01, -0.51, 0.47, 1.21, 0.73, -1.29, -0.49, -0.83, -0.56, -0.82, 0.93, -0.74, -0.78, -0.65, -0.79, -0.27, 1.02, -0.51, -0.92, -0.85, -0.58, -0.96, 1.76, 0.29, -0.63, -0.71, -0.66, -0.69, -0.41, -0.21, -0.69, -0.54, -1.11, -0.79, 0.35, 0.42, 0.48, 0.09, 0.46, 0.45, 0.49, 0.41, 0.38, 0.41, 0.34, 0.54, 0.43, 0.45, 0.44, 0.49, 0.46, 0.45, 0.60, 0.36, 0.49, 0.42, 0.44, 0.36, 0.35, 0.45, 0.41, 0.47, 0.19, 0.54, 0.46, 0.45, 0.58, 0.46, 0.43, 0.39, 0.43, 0.40, 0.33, 0.45, 0.42, 0.47, 0.29, -0.64, 0.58, -0.58]
}

No. 5
{
  "formula": "C4HN3O3",
  "method": "the ωB97M-V functional and the def2-TZVPD basis",
  "e_lumo_ev": -0.5215,
  "e_above_lowest_kcal_mol": 0.0,
  "homo_ev": -11.148,
  "energy_ha": -542.9155,
  "elements": ["C", "C", "C", "C", "N", "N", "N", "O", "O", "O", "H"],
  "coordinates": [[0.303008, 0.309496, 1.985169], [-1.067810, 1.683039, 0.676878], [1.335034, 1.540441, 0.286998], [0.018689, 0.067514, 0.015894], [-0.941577, 0.390027, 1.091465], [1.175352, 0.150040, 0.920512], [0.194263, 1.440390, -0.481376], [0.347167, 0.360736, 3.151667], [-1.675389, 2.656273, 0.816916], [2.201038, 2.307212, 0.466800], [-0.135210, -0.780088, -0.638385]],
  "forces_ev_per_a": [[-0.9, 0.1, 0.9], [1.2, 1.1, -1.7], [1.0, -0.2, 0.6], [0.1, 0.5, 0.1], [-0.8, -1.5, 0.6], [1.2, -0.7, -0.5], [-1.8, 0.3, -0.4], [0.3, 0.1, 0.1], [-0.2, 0.0, 0.3], [0.1, 0.4, 0.0], [-0.1, 0.0, 0.0]],
  "nbo_charge": [0.80, 0.85, 0.77, 0.22, -0.53, -0.51, -0.54, -0.43, -0.40, -0.46, 0.24]
}

No. 6
{
  "formula": "C6H5NS",
  "method": "the ωB97M-V functional and the def2-TZVPD basis",
  "e_lumo_ev": -0.3349,
  "e_above_lowest_kcal_mol": 4.9,
  "homo_ev": -9.283,
  "energy_ha": -684.5236,
  "smiles": "N#CC1=CC=C[C@H]1S",
  "elements": ["N", "C", "C", "C", "C", "C", "C", "S", "H", "H", "H", "H", "H"],
  "coordinates": [[0.283958, -1.130084, -3.013441], [0.285443, -0.754020, -1.928401], [0.372739, -0.188807, -0.662018], [1.422156, 0.437053, -0.090253], [1.032216, 0.652119, 1.288477], [-0.213469, 0.242398, 1.518121], [-0.752430, -0.428728, 0.281303], [-2.280097, 0.451269, -0.258766], [2.317822, 0.782060, -0.544194], [1.696704, 1.155321, 1.993069], [-0.713444, 0.379883, 2.432119], [-0.980055, -1.451294, 0.428891], [-2.471542, -0.147169, -1.444904]],
  "forces_ev_per_a": [[-0.2, -0.4, -0.3], [0.6, 0.2, -1.5], [0.4, -0.5, 0.3], [-1.5, -0.5, 0.2], [0.9, 1.0, 0.6], [0.3, -0.4, -0.6], [0.0, 1.9, 0.4], [0.1, 0.1, 0.3], [0.6, 0.0, -0.4], [-0.4, -0.2, -0.1], [-0.7, -0.1, 0.9], [-0.1, -1.2, 0.1], [0.2, -0.1, 0.0]],
  "nbo_charge": [-0.30, 0.26, -0.15, -0.13, -0.22, -0.17, -0.37, -0.01, 0.23, 0.22, 0.22, 0.26, 0.14]
}